17
Properties=species:S:1:pos:R:3:forces:R:3:nbo_charge:R:1 method="wB97M-V/def2-TZVPD" homo_lumo_gap_ev=7.979 largest_force_ev_per_a=3.9 total_charge=+1
H 0.984 -2.117 0.492 0.4 1.0 -0.9 0.283
H -3.665 -0.915 -0.532 -0.1 -0.1 -0.1 0.417
H -4.404 0.477 0.271 0.3 0.0 0.0 0.412
C -1.313 -0.296 -0.167 -1.1 -1.5 -0.5 0.102
C 1.131 0.021 -0.041 0.0 -1.2 -0.8 0.520
N -2.365 0.379 0.204 2.1 0.7 0.2 -0.311
H 3.268 0.536 -0.579 -1.6 0.0 0.9 0.283
N -0.137 0.419 -0.001 1.6 2.0 1.1 -0.511
N -3.605 -0.060 -0.016 -1.1 -0.5 0.0 -0.619
H 2.760 0.910 1.111 0.1 -0.5 0.8 0.283
C 2.404 0.845 0.104 -1.1 3.2 -2.1 -0.704
H -2.343 1.278 0.713 0.0 -0.2 -0.3 0.384
H -0.354 1.408 0.210 1.1 0.0 -0.1 0.395
C 1.499 -1.412 -0.236 -2.5 -2.2 -0.6 -0.729
H 1.446 -1.938 -1.263 -0.9 1.4 1.2 0.308
H 2.515 -1.493 -0.111 2.4 -0.1 0.9 0.239
H 2.179 1.959 -0.160 0.3 -1.8 0.4 0.248



49
Properties=species:S:1:pos:R:3:forces:R:3:nbo_charge:R:1 method="wB97M-V/def2-TZVPD" homo_lumo_gap_ev=2.519 largest_force_ev_per_a=2.0
H -1.127 5.339 -4.015 0.0 0.3 -0.2 0.192
H -1.480 0.606 -0.064 0.1 0.2 -0.4 0.273
H -3.883 -1.346 3.766 0.0 -0.1 0.2 0.221
H 2.864 -1.986 -1.031 0.2 0.1 0.1 0.207
H -2.779 3.503 -4.157 -0.2 -0.1 -0.1 0.201
C 0.195 -1.603 -0.592 -0.1 -0.1 -0.7 0.088
C -3.372 0.298 0.870 -0.4 0.1 0.0 -0.192
H -0.994 -2.287 -2.850 -0.2 0.1 0.0 0.235
C 0.184 -0.674 1.681 -0.2 -0.3 -0.7 0.280
H -3.915 0.839 0.113 0.0 0.1 -0.2 0.249
H -1.441 -1.551 3.622 0.1 -0.1 0.2 0.215
C -4.047 -0.241 1.950 -0.1 0.0 -0.2 -0.163
H 2.512 -3.258 -5.063 0.1 0.0 -0.2 0.223
H 2.145 -2.113 2.854 0.1 -0.2 -0.1 0.209
C 2.771 -0.795 4.411 0.1 -0.1 0.2 -0.233
C 0.848 -2.061 -1.784 0.1 -0.1 -0.1 -0.077
H 0.065 -3.036 -4.935 -0.1 0.0 -0.1 0.230
C 1.589 1.289 4.561 0.2 0.1 0.1 -0.210
H 1.906 -1.192 0.543 0.3 0.1 0.2 0.219
C -1.984 -1.032 2.851 0.6 0.1 0.0 -0.181
O -2.475 1.266 -3.003 -1.1 -1.7 0.2 -0.756
C 2.830 -2.622 -3.051 0.3 0.0 0.3 -0.225
C -1.867 3.400 -3.596 0.1 0.3 -0.1 -0.346
H 3.192 0.721 5.854 0.1 0.0 0.1 0.222
H 1.466 2.258 5.016 -0.1 0.1 0.1 0.228
C -1.280 -0.519 1.750 -0.1 0.3 0.1 -0.079
C -3.350 -0.911 2.936 -0.1 -0.2 0.1 -0.224
C -2.008 0.159 0.762 0.7 -0.2 -0.1 -0.190
C -0.956 4.399 -3.518 -0.3 0.0 -0.1 -0.179
C 0.674 -2.799 -4.078 -0.1 -0.1 -0.2 -0.220
C 0.078 -2.380 -2.911 -0.2 0.1 0.3 -0.106
H 0.045 1.590 3.125 -0.2 0.1 -0.1 0.232
C 2.570 0.430 5.023 0.1 0.0 0.1 -0.164
H 3.530 -1.466 4.780 0.1 -0.1 0.0 0.223
C 0.833 -1.168 0.532 0.0 0.5 1.2 -0.327
C 2.003 -1.158 3.330 -0.4 0.1 -0.5 -0.114
C 0.997 -0.309 2.850 0.0 -0.1 0.3 -0.153
C 0.796 0.917 3.502 -0.4 -0.3 -0.5 -0.144
H 0.947 4.962 -2.700 0.2 0.0 0.1 0.194
C 2.243 -2.198 -1.882 0.0 0.0 0.1 -0.139
H 1.273 2.809 -1.588 0.4 0.0 0.3 0.154
C 0.371 2.981 -2.153 0.2 0.2 0.0 0.044
C -1.635 2.161 -2.916 0.3 0.2 0.1 0.541
N -0.490 1.981 -2.175 -0.3 -0.4 0.1 -0.607
H -5.118 -0.147 2.017 -0.2 0.1 0.0 0.221
H 3.902 -2.730 -3.107 0.1 0.0 0.0 0.223
C 0.200 4.188 -2.781 0.9 0.7 0.2 -0.399
C 2.050 -2.922 -4.150 -0.2 0.0 -0.1 -0.129
H -0.878 -1.592 -0.599 -0.4 -0.1 -0.1 0.233



68
Properties=species:S:1:pos:R:3:forces:R:3:nbo_charge:R:1 method="wB97M-V/def2-TZVPD" homo_lumo_gap_ev="4.289 / 6.885" multiplicity=4 largest_force_ev_per_a=4.4 total_charge=-2
S 14.603 12.188 5.169 -0.6 0.2 0.9 -0.402
H 12.638 15.522 8.190 -0.3 1.1 0.0 0.202
C 17.545 8.276 8.974 -0.4 -0.8 -0.8 -1.000
O 7.670 5.919 13.149 -0.6 0.6 0.5 -0.623
C 10.996 6.197 4.640 1.5 -1.0 1.7 -0.083
C 9.524 6.975 11.585 2.1 -1.7 -0.2 -0.127
C 11.550 6.756 10.248 1.2 -1.3 -0.4 0.447
C 16.222 11.017 8.608 -2.0 0.9 1.6 -1.039
H 16.348 7.830 6.171 0.2 0.7 0.0 0.238
C 9.129 9.464 10.666 -1.7 2.5 0.1 -0.325
H 10.295 9.035 6.245 0.8 -0.3 0.2 0.214
C 16.276 10.163 12.661 -0.1 -0.1 -1.0 0.943
C 12.153 5.777 5.387 0.0 0.6 -1.2 -0.269
H 16.906 11.500 7.978 1.1 0.6 -0.9 0.255
F 18.015 9.799 14.652 0.4 0.5 -0.5 -0.338
O 17.995 10.363 11.079 0.7 0.1 0.6 -0.866
Br 10.307 4.981 3.299 0.1 0.6 0.4 -0.012
F 17.382 12.566 13.881 0.7 0.1 -0.5 -0.343
C 12.613 14.507 7.900 2.0 -1.1 -1.3 -0.184
C 12.112 7.850 6.693 0.3 -1.2 0.0 -0.356
H 15.216 11.457 8.441 0.6 -0.1 0.1 0.256
C 17.719 10.635 12.338 -0.4 0.6 -0.2 0.052
C 12.127 12.265 8.320 0.4 0.1 -0.5 0.024
H 9.488 7.678 4.549 -1.0 0.3 -0.6 0.209
O 12.488 7.102 9.482 -0.9 -0.9 1.0 -0.621
C 8.501 7.726 12.053 -2.2 -1.9 2.1 -0.008
N 7.567 7.197 12.947 0.3 -0.5 0.5 0.337
C 8.248 8.958 11.613 0.3 3.3 -2.4 -0.108
C 10.931 8.159 6.008 -0.2 0.6 0.7 -0.218
C 18.608 9.959 13.430 1.0 -0.6 0.3 0.939
H 9.105 10.448 10.235 -0.8 0.7 0.2 0.203
F 18.926 8.717 13.036 0.2 0.2 0.0 -0.322
V 12.672 8.792 8.458 0.0 1.2 -1.1 1.527
N 12.896 11.818 7.294 0.1 1.1 0.1 -0.004
O 12.896 10.506 7.046 0.3 -0.1 0.6 -0.625
F 16.945 12.840 11.779 0.8 0.0 0.3 -0.329
H 11.606 5.694 10.654 0.0 1.1 -0.3 0.148
H 17.298 7.210 9.226 0.1 1.1 -0.4 0.246
As 16.035 9.228 8.225 -0.1 -2.2 0.2 2.020
H 12.641 4.839 5.126 -0.2 0.1 0.0 0.205
H 11.290 13.855 9.510 0.3 -0.2 -0.2 0.225
H 17.885 8.826 9.843 0.3 0.1 0.2 0.318
H 15.042 9.094 6.044 1.1 -0.2 0.1 0.295
O 14.571 8.519 8.727 0.2 0.4 0.2 -1.123
C 10.197 8.827 10.188 2.7 -3.4 0.4 0.434
C 17.790 12.203 12.627 -0.4 -0.3 0.1 0.943
H 14.027 14.778 6.199 -0.4 -0.3 0.6 0.232
F 19.790 10.628 13.643 -0.9 -0.7 0.1 -0.340
O 11.120 9.325 9.423 0.7 2.0 -1.5 -0.780
H 7.350 9.513 11.884 0.4 -0.3 0.3 0.250
H 11.656 11.474 8.808 -0.8 -1.2 0.9 0.227
C 16.104 8.889 6.366 -2.7 -1.1 0.4 -1.016
C 11.951 13.572 8.692 0.2 0.0 -0.8 -0.289
O 6.783 8.027 13.589 0.4 -1.1 -0.5 -0.630
H 13.715 6.322 6.782 -0.5 0.1 0.0 0.202
C 13.473 14.080 6.846 -1.2 0.5 0.9 -0.271
H 16.698 9.641 5.968 1.4 1.0 -1.2 0.244
H 9.680 5.992 12.060 -0.2 0.5 -0.5 0.247
C 12.764 6.622 6.325 -1.5 0.6 -0.4 -0.163
F 19.053 12.664 12.458 -1.1 0.2 -0.2 -0.324
F 15.768 10.712 13.730 -1.1 0.6 1.4 -0.316
C 10.436 7.508 10.648 -1.3 -0.1 0.8 -0.301
F 15.466 10.504 11.627 0.0 -0.5 0.3 -0.334
C 10.374 7.364 5.021 0.7 -0.7 -0.5 -0.246
H 16.498 11.081 9.677 0.1 0.1 -0.5 0.320
H 18.249 8.325 8.112 -0.1 -0.2 0.8 0.219
F 16.188 8.831 12.849 0.1 0.0 -0.5 -0.329
C 13.618 12.716 6.493 0.2 -0.8 -0.4 0.044



Summary of relative energy (zero: lowest compared OMol25 entry of this formula, charge and spin) in kcal per mole
98.2 76.6 0.0
(order as listed above)